Record 1
# C6H12O

One molecule with the formula C6H12O at a distorted geometry (the ωB97M-V functional and the def2-TZVPD basis, the OMol25 dataset).

XYZ file:
```
19
Properties=species:S:1:pos:R:3:forces:R:3:lowdin_charge:R:1
C 1.917 -0.164 1.127 -0.04 -0.86 0.19 -0.071
C 0.661 -0.535 0.322 -0.87 -1.31 -0.57 -0.398
C 0.934 -1.633 -0.769 0.32 -0.21 0.29 -0.072
C -0.120 0.672 -0.295 1.07 -0.60 -0.95 -0.185
C -1.498 0.846 0.306 -0.81 -0.82 -0.36 -0.162
C -2.502 1.510 -0.634 -0.17 1.55 0.54 -0.260
O -2.355 2.584 -1.165 0.65 -0.18 -0.04 0.048
H 1.816 -0.287 2.207 -0.65 0.71 0.11 0.068
H 2.191 0.860 0.858 0.60 -0.35 0.27 0.071
H 2.705 -0.934 1.008 -0.02 0.77 -0.76 0.075
H -0.061 -1.075 0.956 0.28 0.47 0.29 0.111
H 0.565 -2.608 -0.432 -0.11 0.17 0.00 0.069
H 0.437 -1.416 -1.715 0.10 0.01 0.03 0.061
H 1.996 -1.829 -0.959 -0.07 0.44 -0.08 0.066
H -0.386 0.420 -1.356 0.75 0.30 0.69 0.113
H 0.627 1.480 -0.320 -0.96 0.40 0.02 0.113
H -1.843 -0.201 0.315 -0.20 0.25 0.51 0.109
H -1.584 1.231 1.335 0.11 0.10 -0.39 0.131
H -3.501 1.079 -0.788 0.01 -0.84 0.23 0.115
```
Forces are in eV/Å.

Spin multiplicity: 1
LUMO: 0.91 eV
Energy above the lowest of the compared OMol25 structures with the same formula, charge and spin: 35.9 kcal per mole
E: -311.0021 hartree
SMILES: CC(C)CCC=O
Gap between HOMO and LUMO: 0.3917 Eh

=====

Record 2
# C6H12O

A 2-piece molecular cluster, C6H12O overall at a distorted geometry (the ωB97M-V functional and the def2-TZVPD basis, the OMol25 dataset).

XYZ file:
```
19
Properties=species:S:1:pos:R:3:forces:R:3:lowdin_charge:R:1
C 2.913 -0.017 0.417 -2.31 -0.41 -3.45 0.029
C 2.077 -0.335 -0.628 1.11 -0.09 1.12 -0.169
C 0.638 -0.614 -0.489 -1.08 -2.38 -2.66 -0.168
C -0.140 -0.552 0.583 1.26 0.15 0.53 -0.147
C -1.527 -1.009 0.786 -0.13 -1.20 -0.01 -0.281
C -2.536 0.098 0.681 -1.52 -0.12 0.94 -0.118
H 2.487 0.441 1.256 -0.35 0.05 1.53 0.032
H 3.949 -0.060 0.295 1.44 0.23 -0.13 0.029
H 2.402 -0.580 -1.664 0.38 0.12 1.14 0.103
H 0.277 -1.280 -1.413 0.30 1.83 1.79 0.150
H 0.424 -0.184 1.411 -0.17 0.63 1.02 0.096
H -1.696 -1.702 -0.010 -0.41 -0.59 -0.80 0.091
H -1.729 -1.656 1.684 0.71 0.97 -0.38 0.128
H -2.238 0.949 1.292 -0.06 0.14 0.01 0.070
H -3.515 -0.285 1.096 0.82 0.61 -0.60 0.090
H -2.682 0.427 -0.346 0.01 0.04 -0.01 0.071
O 0.449 2.131 -2.036 -1.09 -0.23 1.74 -0.108
H 0.717 2.694 -1.260 -0.39 -0.89 -1.13 0.058
H -0.271 1.535 -1.657 1.50 1.15 -0.65 0.043
```
Forces are in eV/Å.

Spin multiplicity: 1
LUMO: 0.64 eV
Energy above the lowest of the compared OMol25 structures with the same formula, charge and spin: 56.3 kcal per mole
E: -310.9696 hartree
SMILES: C=C/C=C/CC.O
Gap between HOMO and LUMO: 0.3420 Eh

=====

Record 3
# C6H12O

A 2-piece molecular cluster, C6H12O overall (the ωB97M-V functional and the def2-TZVPD basis, the OMol25 dataset).

XYZ file:
```
19
Properties=species:S:1:pos:R:3:forces:R:3:lowdin_charge:R:1
C 1.553 1.916 -1.522 -0.01 -0.03 0.07 0.039
C 0.859 1.449 -0.486 -0.02 0.24 -0.27 -0.475
C -0.579 1.796 -0.213 -0.06 0.00 0.02 -0.041
O 1.464 0.629 0.421 -0.10 0.02 0.05 0.010
H 1.095 2.595 -2.231 0.05 -0.10 0.12 0.054
H 2.591 1.634 -1.663 -0.13 0.03 0.01 0.060
H -1.217 0.905 -0.247 0.14 0.12 -0.02 0.059
H -0.952 2.510 -0.951 0.09 -0.10 0.09 0.081
H -0.686 2.239 0.785 0.04 -0.06 -0.13 0.091
H 0.790 0.212 0.978 0.09 0.02 -0.09 0.046
C -0.916 -1.136 1.757 0.05 -0.13 -0.08 -0.035
C -0.189 -1.909 0.949 -0.12 0.04 0.16 -0.248
C -0.503 -2.209 -0.487 -0.04 0.03 -0.02 -0.100
H -0.633 -0.967 2.792 -0.03 -0.07 -0.14 0.064
H -1.827 -0.650 1.411 0.13 -0.11 0.04 0.062
H 0.718 -2.370 1.341 -0.13 0.06 -0.02 0.106
H -0.753 -3.271 -0.605 0.06 0.15 0.01 0.076
H -1.349 -1.618 -0.854 0.11 -0.09 0.09 0.073
H 0.365 -2.007 -1.124 -0.11 0.00 0.10 0.080
```
Forces are in eV/Å.

Spin multiplicity: 1
LUMO: 1.00 eV
Energy above the lowest of the compared OMol25 structures with the same formula, charge and spin: 35.2 kcal per mole
E: -311.0032 hartree
SMILES: C=C(C)O.C=CC
Gap between HOMO and LUMO: 0.3510 Eh

=====

Record 4
# C6H12O

One molecule with the formula C6H12O at a distorted geometry (the ωB97M-V functional and the def2-TZVPD basis, the OMol25 dataset).

XYZ file:
```
19
Properties=species:S:1:pos:R:3:forces:R:3:lowdin_charge:R:1
C 0.915 1.454 1.608 -0.01 -0.01 0.13 -0.111
C 0.888 1.276 0.096 0.07 -0.12 -0.01 -0.228
C 0.306 -0.104 -0.273 0.05 -0.17 0.12 -0.328
C 1.008 -0.744 -1.449 -0.08 -0.27 -0.21 -0.219
O 0.531 -1.580 -2.178 0.23 0.44 0.05 0.052
C -1.216 -0.150 -0.390 -0.05 -0.04 0.00 -0.225
C -1.635 -1.598 -0.212 -0.05 -0.21 0.12 -0.107
H 1.349 2.411 1.915 -0.07 -0.14 -0.07 0.072
H -0.099 1.393 2.018 0.14 0.03 0.00 0.072
H 1.501 0.642 2.050 -0.04 0.18 0.08 0.076
H 0.306 2.093 -0.364 0.02 -0.41 0.02 0.119
H 1.905 1.385 -0.306 -0.11 -0.11 0.09 0.101
H 0.497 -0.888 0.528 0.42 1.16 -0.41 0.150
H 2.070 -0.443 -1.577 0.00 0.02 -0.01 0.123
H -1.583 0.220 -1.355 0.23 0.15 0.12 0.122
H -1.647 0.481 0.400 0.07 -0.10 -0.17 0.109
H -2.694 -1.688 0.039 0.15 -0.16 0.11 0.074
H -0.976 -2.011 0.576 -0.82 -0.21 -0.17 0.081
H -1.424 -2.150 -1.129 -0.16 -0.04 0.21 0.066
```
Forces are in eV/Å.

Spin multiplicity: 1
LUMO: 1.00 eV
Energy above the lowest of the compared OMol25 structures with the same formula, charge and spin: 17.1 kcal per mole
E: -311.0321 hartree
SMILES: CCC(C=O)CC
Gap between HOMO and LUMO: 0.3906 Eh

=====

Record 5
# C6H12O

A 2-piece molecular cluster, C6H12O overall (the ωB97M-V functional and the def2-TZVPD basis, the OMol25 dataset).

XYZ file:
```
19
Properties=species:S:1:pos:R:3:forces:R:3:lowdin_charge:R:1
C -1.082 -1.153 -2.118 0.03 -0.02 0.07 -0.075
C -1.167 -0.034 -1.099 -0.03 0.10 -0.15 -0.294
O -0.875 -0.558 0.186 0.16 0.14 0.25 -0.127
C -1.015 0.431 1.179 -0.37 0.31 0.33 -0.326
C -0.327 0.338 2.495 -0.37 0.15 -0.03 0.023
C 0.104 1.263 1.695 -0.10 0.18 0.16 -0.020
H -1.794 -1.945 -1.866 0.11 0.10 -0.05 0.078
H -0.075 -1.581 -2.120 -0.14 0.04 -0.03 0.075
H -1.311 -0.780 -3.123 0.05 -0.05 0.19 0.077
H -2.177 0.414 -1.103 0.18 -0.10 0.05 0.117
H -0.456 0.772 -1.342 -0.07 -0.11 0.02 0.115
H -1.999 0.906 1.119 -0.04 -0.19 -0.03 0.131
H -0.333 -0.061 3.504 0.06 -0.08 -0.39 0.104
H 0.726 2.134 1.552 0.00 -0.20 -0.02 0.109
C 2.370 -0.032 0.210 0.24 0.12 -0.39 -0.037
H 1.528 -0.152 0.861 0.00 -0.25 0.17 -0.034
H 1.981 0.381 -0.729 0.26 -0.12 0.10 0.027
H 3.080 0.671 0.661 -0.05 -0.25 -0.17 0.030
H 2.822 -1.012 0.039 0.10 0.23 -0.07 0.029
```
Forces are in eV/Å.

Spin multiplicity: 1
LUMO: 1.17 eV
Energy above the lowest of the compared OMol25 structures with the same formula, charge and spin: 80.9 kcal per mole
E: -310.9303 hartree
SMILES: CCOC1C=C1.C
Gap between HOMO and LUMO: 0.3939 Eh

=====

Record 6
# C6H12O

One molecule with the formula C6H12O at a distorted geometry (the ωB97M-V functional and the def2-TZVPD basis, the OMol25 dataset).

XYZ file:
```
19
Properties=species:S:1:pos:R:3:forces:R:3:lowdin_charge:R:1
C -1.645 0.795 -0.423 -0.07 0.09 0.08 -0.073
C -1.051 -0.334 0.438 -0.40 -0.05 0.34 -0.394
C -0.645 -1.465 -0.444 -1.36 -0.22 -0.14 -0.176
O 0.784 -1.273 -0.687 -0.72 0.47 -0.93 -0.103
C 1.346 -0.283 0.235 -0.30 0.00 -0.22 -0.344
C 1.956 0.831 -0.611 -0.11 0.02 -0.07 -0.049
C 0.197 0.129 1.194 -0.15 -0.15 0.00 -0.095
H -2.498 0.403 -0.986 0.07 0.22 0.09 0.069
H -0.941 1.222 -1.149 -0.05 -0.19 0.23 0.076
H -1.988 1.596 0.233 -0.03 0.09 -0.09 0.079
H -1.906 -0.811 0.930 0.11 0.64 1.14 0.141
H -0.725 -2.519 -0.289 0.22 -0.65 1.78 0.091
H -1.847 -1.476 -0.928 3.36 0.39 -1.80 0.176
H 2.168 -0.737 0.827 -0.52 -0.22 -0.46 0.141
H 2.732 0.409 -1.260 -0.12 0.07 0.14 0.081
H 2.406 1.634 -0.012 -0.14 -0.26 0.00 0.084
H 1.187 1.260 -1.257 0.11 0.07 0.06 0.066
H 0.194 1.214 1.378 0.01 -0.36 -0.03 0.117
H 0.288 -0.386 2.154 0.08 0.06 -0.11 0.114
```
Forces are in eV/Å.

Spin multiplicity: 1
LUMO: 1.04 eV
Energy above the lowest of the compared OMol25 structures with the same formula, charge and spin: 66.0 kcal per mole
E: -310.9540 hartree
SMILES: C[C@H]1CO[C@@H](C)C1
Gap between HOMO and LUMO: 0.3688 Eh

=====

Record 7
# C6H12O

A 2-piece molecular cluster, C6H12O overall at a distorted geometry (the ωB97M-V functional and the def2-TZVPD basis, the OMol25 dataset).

XYZ file:
```
19
Properties=species:S:1:pos:R:3:forces:R:3:lowdin_charge:R:1
C 1.209 2.076 0.540 -0.09 -2.04 0.82 0.014
C 0.148 1.422 0.037 -0.43 2.39 0.51 -0.207
C -0.463 0.186 0.579 1.76 -1.85 -1.85 -0.320
C -1.889 -0.111 0.156 -0.40 1.76 -0.84 -0.064
C 0.407 -0.820 0.860 -1.67 0.55 -0.11 -0.127
C -0.009 -2.248 1.073 0.48 -0.33 0.67 -0.095
H 1.822 1.388 1.195 -0.44 1.68 -0.13 0.070
H 1.424 3.139 0.415 0.33 -0.64 -0.51 0.059
H -0.411 1.936 -0.760 -0.14 -0.17 0.54 0.101
H -2.274 0.868 -0.327 0.16 -1.64 0.96 0.098
H -2.556 -0.426 0.976 0.28 0.10 -0.45 0.081
H -1.877 -0.855 -0.669 -0.20 0.17 0.65 0.084
H 1.445 -0.539 0.891 0.32 -0.36 0.05 0.094
H -0.904 -2.335 1.694 -0.03 0.14 -0.11 0.074
H 0.791 -2.747 1.629 -0.16 -0.16 -0.13 0.070
H -0.195 -2.855 0.167 0.16 0.56 0.10 0.086
O 0.765 -0.045 -2.490 -0.22 -0.13 -0.13 -0.050
H 0.373 -0.249 -1.632 0.19 -0.02 0.02 -0.008
H 0.011 -0.001 -3.087 0.09 -0.01 -0.06 0.040
```
Forces are in eV/Å.

Spin multiplicity: 1
LUMO: 0.77 eV
Energy above the lowest of the compared OMol25 structures with the same formula, charge and spin: 52.0 kcal per mole
E: -310.9765 hartree
SMILES: C=C/C(C)=C/C.O
Gap between HOMO and LUMO: 0.3381 Eh

=====

Record 8
# C6H12O

A 2-piece molecular cluster, C6H12O overall (the ωB97M-V functional and the def2-TZVPD basis, the OMol25 dataset).

XYZ file:
```
19
Properties=species:S:1:pos:R:3:forces:R:3:lowdin_charge:R:1
C -1.751 -0.879 1.417 -0.11 -0.19 0.00 -0.002
C -0.806 -1.146 0.530 0.06 0.04 -0.03 -0.211
C -0.714 -0.561 -0.853 -0.28 -0.14 0.10 -0.273
C -1.708 0.554 -1.159 0.05 -0.01 -0.01 -0.117
H -2.567 -0.189 1.207 0.18 -0.12 0.10 0.056
H -1.742 -1.387 2.375 -0.08 0.19 -0.01 0.054
H -0.013 -1.847 0.810 -0.20 0.12 -0.12 0.097
H 0.295 -0.174 -1.004 0.05 -0.12 -0.13 0.068
H -0.847 -1.388 -1.559 0.12 0.10 -0.10 0.112
H -1.531 0.942 -2.168 -0.07 -0.02 0.16 0.071
H -2.748 0.210 -1.109 0.20 0.06 0.03 0.074
H -1.572 1.370 -0.442 -0.12 -0.04 -0.12 0.076
C 2.667 0.163 0.081 0.03 0.05 0.07 -0.060
C 1.659 1.222 0.470 -0.10 -0.15 0.02 -0.339
O 0.962 1.147 1.450 0.29 0.14 -0.20 0.039
H 2.235 -0.836 0.201 0.06 0.19 0.01 0.073
H 3.508 0.245 0.776 0.01 -0.03 -0.08 0.085
H 3.037 0.300 -0.941 -0.10 -0.02 0.19 0.077
H 1.583 2.098 -0.211 0.00 -0.04 0.12 0.120
```
Forces are in eV/Å.

Spin multiplicity: 1
LUMO: 1.02 eV
Energy above the lowest of the compared OMol25 structures with the same formula, charge and spin: 34.6 kcal per mole
E: -311.0041 hartree
SMILES: C=CCC.CC=O
Gap between HOMO and LUMO: 0.3836 Eh

=====

Record 9
# C6H12O

One molecule with the formula C6H12O at a distorted geometry (the ωB97M-V functional and the def2-TZVPD basis, the OMol25 dataset).

XYZ file:
```
19
Properties=species:S:1:pos:R:3:forces:R:3:lowdin_charge:R:1
C -1.762 1.744 0.194 0.04 0.02 -0.06 -0.114
C -1.344 0.333 0.441 -1.48 0.62 -0.87 -0.162
C -0.042 -2.423 -0.262 0.37 -1.01 -0.53 -0.042
O 0.671 -1.444 -0.854 -0.43 -0.66 -1.10 -0.133
C 1.169 -0.466 -0.038 -0.85 1.52 1.45 -0.390
C 1.693 0.686 -0.864 0.03 -0.06 -0.04 -0.036
C -0.093 -0.041 0.962 2.45 -1.47 0.18 -0.192
H -1.660 2.016 -0.869 -0.02 -0.02 0.13 0.074
H -1.140 2.445 0.762 -0.10 -0.08 -0.06 0.072
H -2.814 1.914 0.457 0.16 -0.02 -0.03 0.069
H -2.021 -0.466 0.145 0.06 0.20 -0.01 0.097
H 0.490 -3.029 0.477 -0.15 0.17 0.13 0.076
H -0.660 -2.961 -0.974 -0.01 0.09 0.12 0.071
H 1.923 -0.857 0.662 0.02 0.01 -0.15 0.142
H 2.552 0.381 -1.471 -0.10 0.04 0.06 0.081
H 2.007 1.506 -0.210 -0.04 -0.13 -0.09 0.084
H 0.906 1.050 -1.532 0.10 -0.04 0.09 0.084
H 0.352 0.712 1.628 -0.19 -0.33 0.20 0.118
H -0.228 -1.099 1.346 0.14 1.14 0.56 0.101
```
Forces are in eV/Å.

Spin multiplicity: 1
LUMO (alpha / beta): 0.61 / 0.64 eV
Energy above the lowest of the compared OMol25 structures with the same formula, charge and spin: 105.5 kcal per mole
E: -310.8911 hartree
Gap between HOMO and LUMO (alpha / beta): 0.2849 / 0.3062 Eh

=====

Record 10
# C6H12O

One molecule with the formula C6H12O (the ωB97M-V functional and the def2-TZVPD basis, the OMol25 dataset).

XYZ file:
```
19
Properties=species:S:1:pos:R:3:forces:R:3:lowdin_charge:R:1
C 2.033 0.253 -0.667 0.05 -0.03 -0.02 -0.099
C 1.112 -0.142 0.492 -0.04 0.03 0.08 -0.199
C -0.333 -0.287 0.058 0.03 -0.22 0.15 -0.444
C -0.615 -1.319 -1.023 0.02 0.01 -0.09 -0.039
C -1.487 -0.275 1.045 0.00 -0.12 0.12 -0.047
C -1.188 0.946 0.231 -0.79 -0.02 -0.08 -0.290
O -0.761 1.912 1.173 0.28 0.65 -0.43 -0.034
H 1.673 1.156 -1.181 0.04 -0.17 0.16 0.081
H 2.123 -0.539 -1.420 -0.01 0.12 0.16 0.064
H 3.034 0.460 -0.276 -0.09 0.00 -0.15 0.070
H 1.139 0.664 1.231 0.11 -0.25 0.06 0.104
H 1.494 -1.055 0.970 -0.15 0.09 -0.07 0.118
H 0.000 -1.266 -1.926 -0.02 0.19 0.14 0.070
H -0.422 -2.282 -0.536 0.02 -0.04 -0.26 0.091
H -1.669 -1.340 -1.327 0.19 0.19 0.05 0.083
H -1.240 -0.116 2.091 -0.15 -0.02 -0.11 0.115
H -2.366 -0.895 0.872 0.33 0.04 -0.13 0.107
H -1.781 1.318 -0.624 0.09 -0.26 0.73 0.155
H -0.748 2.805 0.815 0.09 -0.17 -0.30 0.095
```
Forces are in eV/Å.

Spin multiplicity: 1
LUMO: 0.88 eV
Energy above the lowest of the compared OMol25 structures with the same formula, charge and spin: 35.0 kcal per mole
E: -311.0035 hartree
SMILES: CC[C@@]1(C)C[C@H]1O
Gap between HOMO and LUMO: 0.3710 Eh